No. 1
DFT (ωB97M-V/def2-TZVPD) results for a cluster of 11 separate species, C5H29ClO12 in total at a distorted geometry.

Cartesian coordinates (Å):
1 C 2.551 0.048 -1.373
2 O 2.659 1.267 -0.554
3 C 1.339 1.563 -0.086
4 O 1.103 1.386 1.124
5 C 0.317 2.142 -1.153
6 C -1.217 1.845 -0.836
7 C -1.653 0.307 -0.983
8 Cl -2.205 2.815 -2.092
9 H 1.812 -0.635 -0.815
10 H 2.074 0.326 -2.383
11 H 3.567 -0.437 -1.540
12 H 0.440 3.289 -1.129
13 H 0.531 1.830 -2.233
14 H -1.545 2.225 0.189
15 H -0.787 -0.407 -1.164
16 H -2.340 0.217 -1.898
17 H -2.273 0.018 -0.062
18 O 4.736 -1.795 -3.279
19 H 5.338 -1.247 -3.797
20 H 5.323 -2.321 -2.717
21 O 1.299 1.560 4.337
22 H 1.352 1.191 3.444
23 H 0.997 0.819 4.878
24 O -3.361 4.284 1.006
25 H -3.323 3.915 0.114
26 H -3.650 3.543 1.554
27 O -4.046 -1.510 -0.783
28 H -4.253 -1.779 0.121
29 H -4.190 -2.313 -1.303
30 O -1.341 2.652 5.247
31 H -0.460 2.472 4.886
32 H -1.184 3.318 5.926
33 O 4.840 -3.715 -1.186
34 H 4.621 -3.987 -0.286
35 H 4.706 -4.515 -1.710
36 O 6.707 -4.631 0.833
37 H 7.308 -4.083 0.314
38 H 7.293 -5.154 1.393
39 O -6.168 -3.036 1.235
40 H -6.987 -3.508 1.045
41 H -6.464 -2.182 1.572
42 O -4.020 -3.627 -3.483
43 H -3.298 -3.030 -3.714
44 H -4.431 -3.835 -4.330
45 O -0.409 4.798 2.212
46 H -1.312 4.592 1.933
47 H -0.069 5.357 1.504

Cartesian forces, eV/Å:
C -0.933 -0.166 -0.451
O -2.108 -0.342 -0.173
C 0.396 -0.559 2.410
O 0.268 0.784 -4.078
C -0.399 0.774 0.080
C 0.343 -0.901 0.271
C -0.633 0.490 -0.262
Cl 0.583 -0.285 0.890
H 1.362 0.529 -0.968
H 0.880 -0.580 1.356
H -1.429 0.822 0.413
H 0.024 -1.714 0.050
H -0.095 0.254 1.699
H 0.731 -0.304 -1.541
H -0.929 1.014 0.532
H 0.990 0.047 1.504
H 1.145 0.223 -1.534
O 0.435 0.128 -0.137
H -0.162 -0.035 -0.006
H -0.354 -0.003 0.158
O -0.176 -0.316 0.088
H -0.019 0.273 -0.099
H 0.116 0.069 -0.020
O 0.127 -0.297 0.026
H 0.009 0.115 -0.048
H -0.017 0.151 0.024
O -0.047 -0.251 0.046
H -0.088 -0.101 -0.162
H -0.105 0.078 0.024
O 0.085 0.014 0.200
H 0.026 0.054 -0.193
H -0.073 -0.052 -0.134
O -0.150 -0.203 -0.097
H 0.270 0.088 -0.022
H 0.008 0.111 0.049
O 0.297 -0.097 0.112
H -0.207 -0.013 -0.029
H -0.144 0.053 -0.008
O -0.152 0.154 0.073
H 0.155 0.000 -0.030
H 0.039 -0.104 -0.026
O 0.117 0.143 -0.134
H -0.061 -0.076 0.066
H -0.026 -0.003 0.157
O 0.015 0.023 -0.229
H -0.077 0.052 0.018
H -0.038 -0.041 0.134

The orbital gap comes out at 10.918 eV. Its structure (SMILES) is COC(=O)C[C@H](C)Cl.O.O.O.O.O.O.O.O.O.O. The multiplicity is 1. For the HOMO energy, the calculation gives -10.473 eV. Its largest force on an atom is 4.16 eV/A.

---

No. 2
DFT (ωB97M-V/def2-TZVPD) results for a cluster of 9 separate species, C5H29N2O9 in total at a distorted geometry.

Cartesian coordinates (Å):
1 O 1.928 -0.515 1.695
2 C 1.480 0.369 0.946
3 N 0.748 1.392 1.421
4 C 0.039 2.384 0.586
5 C -1.424 1.986 0.422
6 C 1.828 0.258 -0.528
7 N 2.294 -1.152 -0.845
8 C 1.192 -2.167 -0.653
9 H 0.426 1.394 2.419
10 H 0.074 3.364 1.093
11 H 0.521 2.481 -0.415
12 H -1.580 1.088 -0.225
13 H -2.000 2.744 -0.084
14 H -1.910 1.803 1.385
15 H 0.951 0.511 -1.184
16 H 2.591 1.031 -0.795
17 H 2.613 -1.117 -1.882
18 H 3.076 -1.349 -0.228
19 H 0.307 -1.900 -1.276
20 H 0.924 -2.192 0.435
21 H 1.558 -3.128 -0.970
22 H 1.321 -0.856 3.203
23 H 1.396 -1.343 4.749
24 O 0.816 -1.016 4.071
25 H -1.349 1.535 4.559
26 H -0.266 0.384 4.238
27 O -0.883 1.074 3.820
28 H -2.089 -3.103 0.458
29 H -1.501 -1.927 1.216
30 O -1.466 -2.348 0.372
31 H -1.652 -0.410 2.996
32 H -0.791 -1.606 3.342
33 O -1.563 -1.336 2.843
34 H -0.435 1.200 -3.318
35 H -0.921 -0.058 -2.479
36 O -0.153 0.347 -2.859
37 H -2.168 2.677 -3.828
38 H -1.141 2.610 -5.040
39 O -1.208 2.485 -4.086
40 H 1.223 -0.641 -3.411
41 H 2.431 -0.833 -4.340
42 O 2.015 -1.068 -3.503
43 H -1.992 -1.219 -0.806
44 H -3.011 -1.146 -1.959
45 O -2.246 -0.687 -1.558

Cartesian forces, eV/Å:
O 0.075 -0.001 -0.129
C -0.146 0.161 1.196
N -0.107 0.135 -0.381
C -0.238 0.005 -0.301
C -0.330 -0.955 -0.561
C -0.676 0.853 -0.653
N -0.228 1.345 -0.963
C -0.499 0.515 0.571
H 0.543 -0.286 -1.113
H 0.296 -0.453 -0.232
H -0.189 -0.007 0.850
H 0.416 0.486 0.662
H -0.059 0.604 -0.087
H 0.189 0.011 -0.047
H 0.753 -0.579 0.493
H -0.217 -0.903 0.234
H -0.687 -0.312 1.176
H 0.049 -0.239 0.154
H 0.884 -0.006 0.553
H 0.274 0.052 -1.330
H 0.202 -0.317 -0.101
H -0.241 -0.197 1.087
H 0.509 -0.181 0.239
O 0.024 0.403 -1.126
H 0.653 -0.554 -0.875
H -0.805 0.974 -0.433
O 0.330 -0.086 1.531
H 0.612 0.701 -0.118
H -0.080 0.885 2.004
O -0.785 -1.794 -1.589
H -0.119 1.235 0.333
H 0.375 -0.050 0.364
O -0.599 -1.497 -0.936
H 0.081 -1.291 0.594
H -1.410 -0.486 0.425
O 1.285 1.646 -1.097
H 2.059 -0.389 -0.712
H -0.165 0.044 0.050
O -1.945 0.608 0.548
H -3.898 2.286 0.104
H -0.207 -0.005 0.127
O 4.277 -2.258 -0.350
H 0.213 -0.847 0.914
H 0.622 0.400 0.291
O -1.093 0.345 -1.368

The orbital gap comes out at 10.836 eV. As for the charge: +1. The multiplicity is 1. For the HOMO energy, the calculation gives -13.000 eV. Its largest force on an atom is 4.85 eV/A.